[1]
59
Properties=species:S:1:pos:R:3:nbo_charge:R:1 method="wB97M-V/def2-TZVPD" lumo_ev=4.15 total_charge=-2 multiplicity=1 gap_ev=3.41 relative_energy_kj_mol=106.5
Pd 1.34063 -0.07433 -0.27226 0.3216
Br 1.39372 4.80106 5.29314 -0.0710
C 0.99014 3.34449 4.11240 -0.1884
C 0.02845 2.41536 4.45712 -0.2152
C -0.26143 1.35202 3.61585 -0.3742
C 0.41420 1.16853 2.36688 0.2808
C 1.37808 2.18008 2.05278 -0.2798
C 1.66382 3.22544 2.89435 -0.2461
N 0.18309 0.16832 1.50561 -0.6813
C -0.66556 -0.87615 1.91612 -0.2672
C -1.21506 -1.81319 1.06965 0.1118
C -1.91100 -2.97149 1.60364 -0.2804
C -2.38370 -3.94071 0.78095 -0.2085
C -2.21016 -3.82706 -0.62438 -0.4642
C -1.57446 -2.67737 -1.06196 0.0715
N -1.10562 -1.69244 -0.30873 -0.5991
H -0.51130 2.51720 5.39210 0.1950
H -1.04247 0.67027 3.91827 0.2032
H 1.90129 2.08077 1.10657 0.2208
H 2.40974 3.95830 2.61061 0.2012
H -0.73803 -1.09238 2.97867 0.1562
H -2.02878 -3.05077 2.68020 0.1803
H -2.89011 -4.80527 1.20352 0.1751
H -2.56312 -4.57640 -1.32057 0.1830
H -1.43203 -2.54045 -2.13641 0.1546
N -2.37698 1.19685 0.32444 -0.8451
C -3.31674 2.12753 0.58550 0.7792
N -4.30745 1.69535 1.47994 -0.8650
O -3.39297 3.23296 0.06266 -0.6995
H -2.26514 0.39714 0.94533 0.4166
H -1.49238 1.49266 -0.06731 0.4269
H -3.99492 1.02818 2.17030 0.3757
H -4.80228 2.47927 1.87258 0.3746
Br -2.96459 -1.08745 -4.52906 0.0212
C -1.47776 -0.03782 -3.98487 -0.1232
C -0.51759 0.32609 -4.90914 -0.2133
C 0.54084 1.10342 -4.46578 -0.2681
C 0.58072 1.46909 -3.12936 0.0608
N -0.34976 1.11188 -2.25186 -0.4089
C -1.36568 0.36216 -2.66030 0.0308
H -0.59567 0.00761 -5.94028 0.2116
H 1.33092 1.40625 -5.14029 0.2061
H 1.40559 2.04892 -2.73370 0.2071
H -2.08376 0.06424 -1.90562 0.2544
C 5.25670 -1.73650 -0.84216 -0.5975
C 4.24113 -0.99375 0.03285 -0.1774
C 4.71329 0.44406 0.24954 -0.6033
C 4.12884 -1.69234 1.39607 -0.6050
C 2.87884 -1.04669 -0.63565 -0.4469
H 6.25684 -1.70372 -0.39479 0.1826
H 5.31126 -1.28128 -1.83488 0.2002
H 4.96817 -2.78368 -0.96539 0.1965
H 5.69643 0.47466 0.73743 0.1691
H 3.99115 0.97744 0.86904 0.2296
H 4.77322 0.96631 -0.70810 0.2011
H 5.08246 -1.65541 1.93719 0.1777
H 3.83886 -2.73874 1.27134 0.1976
H 3.36153 -1.20308 1.99928 0.2344
H 2.66965 -2.11554 -0.84050 0.1201



[2]
61
Properties=species:S:1:pos:R:3:nbo_charge:R:1 method="wB97M-V/def2-TZVPD" lumo_ev=-12.15 total_charge=+2 multiplicity=1 gap_ev=2.58
C -2.96552 4.01734 0.48240 -0.6007
C -2.16421 2.76695 0.10309 -0.2275
C -1.78308 2.03635 1.39987 -0.6182
C -2.98081 1.87203 -0.85276 -0.3774
C -2.13679 1.26371 -2.03295 -0.4810
C -0.91425 0.63077 -1.49062 0.1900
C -1.03658 -0.66544 -0.81000 0.4024
C -2.29873 -1.37295 -0.72437 -0.5380
C -2.75507 -1.63125 0.73678 -0.4834
C -4.18985 -2.18290 0.64107 0.7869
O -5.08720 -1.41393 0.53013 -0.4838
O -4.36429 -3.51140 0.70541 -0.6410
C 0.16059 -1.23358 -0.25071 -0.1001
C 1.35543 -0.64466 -0.33246 -0.0594
C 1.52005 0.63359 -1.04293 0.3891
C 2.81884 1.21673 -1.13996 -0.5337
C 3.74714 0.25919 -2.06493 -0.2034
C 3.55111 0.65729 -3.52523 -0.6359
Br 5.56117 0.50650 -1.50714 0.2247
C 0.33652 1.21991 -1.60169 -0.1668
C 0.55690 2.54495 -2.34272 0.7804
O 0.97046 3.46440 -1.67314 -0.5368
O 0.33250 2.51906 -3.59991 -0.9089
C 2.39087 -1.49354 0.41080 0.6684
O 3.55648 -1.27120 0.45469 -0.4551
N 1.68616 -2.54915 0.98886 -0.4667
C 1.72369 -2.63573 2.48636 -0.2469
C 3.14567 -2.85144 3.03300 -0.0898
O 3.08461 -3.69805 4.16953 -0.4860
C 2.80498 -3.06407 5.33624 0.6207
O 2.52590 -3.66695 6.31070 -0.4900
C 0.35962 -2.55155 0.47909 0.6825
O -0.39123 -3.46347 0.58107 -0.4552
H -3.40079 4.51238 -0.38025 0.2169
H -3.72570 3.73237 1.20630 0.2198
H -2.32163 4.73879 0.97803 0.2285
H -1.26234 3.10758 -0.40258 0.1981
H -1.68161 2.78096 2.18473 0.2508
H -2.56879 1.36230 1.72476 0.2073
H -0.80631 1.54963 1.33273 0.1804
H -3.41830 1.07053 -0.26173 0.2046
H -3.81249 2.44178 -1.25623 0.2531
H -2.75458 0.51808 -2.52678 0.2548
H -1.88435 2.07513 -2.69483 0.2508
H -2.25782 -2.29725 -1.31606 0.3104
H -3.06649 -0.76638 -1.18643 0.2693
H -2.14425 -2.33520 1.28352 0.2605
H -2.84576 -0.69963 1.27627 0.2552
H -3.74069 -3.95436 0.11123 0.4964
H 2.81500 2.19389 -1.60306 0.2850
H 3.25982 1.32720 -0.14777 0.3353
H 3.44091 -0.77169 -1.95714 0.2182
H 3.85304 -0.18921 -4.13331 0.2594
H 2.48743 0.82817 -3.69159 0.2069
H 4.14015 1.52540 -3.79222 0.2487
H 1.05666 -3.41123 2.83985 0.2646
H 1.37588 -1.66894 2.86078 0.1893
H 3.58113 -1.89102 3.29684 0.1912
H 3.77820 -3.32570 2.29228 0.2261
H 2.85907 -1.96604 5.35990 0.1035
In -0.07650 3.80494 -5.25482 0.9557



[3]
56
Properties=species:S:1:pos:R:3:nbo_charge:R:1 method="wB97M-V/def2-TZVPD" lumo_ev=0.36 multiplicity=1 smiles="Cc1ccc(NC(=S)N(Cc2cccc(Br)c2)C[C@H]2CC[C@H](C(=O)O)CC2)cc1" gap_ev=8.53 relative_energy_kj_mol=0.0
C -6.93422 -1.96909 1.28992 -0.6251
C -5.77177 -1.27838 0.64633 -0.0312
C -4.88676 -0.50983 1.38966 -0.2117
C -3.82273 0.13980 0.79184 -0.2011
C -3.61538 0.02331 -0.57992 0.1210
N -2.56105 0.66606 -1.24425 -0.6398
C -1.48274 1.31327 -0.68961 0.3048
S -1.05706 2.77358 -1.34563 -0.2263
N -0.79455 0.72110 0.31395 -0.4389
C -0.81432 -0.71570 0.54217 -0.2435
C 0.18760 -1.43308 -0.33256 -0.0301
C 0.05322 -1.41819 -1.71633 -0.2111
C 1.01337 -2.00170 -2.52428 -0.1850
C 2.13378 -2.59500 -1.96844 -0.2451
C 2.25289 -2.62139 -0.59064 -0.0888
Br 3.81948 -3.37439 0.21054 0.0450
C 1.28617 -2.06819 0.23041 -0.1940
C 0.15922 1.49244 1.08714 -0.2080
C 1.63722 1.19473 0.80357 -0.2255
C 2.52728 2.03393 1.72142 -0.3975
C 3.99491 1.67227 1.50585 -0.3858
C 4.38981 1.89852 0.04138 -0.3384
C 5.85763 1.55735 -0.17789 0.7987
O 6.68210 2.36807 -0.48787 -0.5667
O 6.19738 0.27163 0.00460 -0.6769
C 3.47786 1.09523 -0.89199 -0.3851
C 2.01759 1.46514 -0.65058 -0.4080
C -4.50869 -0.73349 -1.33602 -0.2219
C -5.56829 -1.37285 -0.72689 -0.1925
H -7.86240 -1.45849 1.03302 0.2214
H -6.83486 -1.97308 2.37225 0.2155
H -7.01274 -2.99658 0.93940 0.2188
H -5.03408 -0.40525 2.45473 0.2118
H -3.16293 0.75452 1.38547 0.2142
H -2.82464 1.07263 -2.13416 0.4236
H -1.81130 -1.11399 0.34379 0.2410
H -0.58213 -0.88860 1.59620 0.2124
H -0.80325 -0.93755 -2.16266 0.2282
H 0.90031 -1.98145 -3.59713 0.2232
H 2.90097 -3.02538 -2.59264 0.2341
H 1.39759 -2.12493 1.30368 0.2185
H -0.04174 1.29774 2.14817 0.1904
H -0.03687 2.54740 0.88499 0.2445
H 1.82964 0.14101 1.02319 0.1976
H 2.25949 1.86073 2.76617 0.2072
H 2.37531 3.09298 1.50679 0.2047
H 4.14887 0.62502 1.78441 0.1881
H 4.62718 2.28432 2.15179 0.2224
H 4.28068 2.96187 -0.19108 0.2306
H 5.44590 -0.28568 0.24921 0.4859
H 3.60154 0.02050 -0.72277 0.1839
H 3.74520 1.30005 -1.93019 0.2220
H 1.38239 0.88494 -1.32161 0.2215
H 1.85978 2.52014 -0.87682 0.2203
H -4.36583 -0.81183 -2.40398 0.2135
H -6.25203 -1.95622 -1.32608 0.2133



[4]
56
Properties=species:S:1:pos:R:3:nbo_charge:R:1 method="wB97M-V/def2-TZVPD" lumo_ev=0.58 multiplicity=1 smiles="O=C1N(C2CCCC2)C[C@@H]2C[C@@H](c3cn[nH]c3-c3ccc(Cl)cc3)N3CCC[C@@]123" gap_ev=8.86 relative_energy_kj_mol=0.0
O -1.88780 -2.16194 1.87867 -0.6357
C -0.92770 -1.42506 1.82822 0.7002
N -0.73671 -0.32662 2.58632 -0.4314
C -1.72787 0.14145 3.52623 -0.0427
C -2.31451 1.51948 3.15102 -0.4159
C -2.36022 2.30886 4.45829 -0.4004
C -1.13762 1.80455 5.21877 -0.4017
C -1.17062 0.29982 4.95766 -0.4180
C 0.50056 0.36682 2.30788 -0.2051
C 1.34275 -0.65790 1.53425 -0.2156
C 2.10006 -0.07442 0.34503 -0.3928
C 1.10946 -0.13470 -0.83722 -0.0570
C 1.76010 -0.63723 -2.08763 -0.1558
C 2.66943 -1.70373 -2.22595 -0.0623
N 2.97183 -1.92208 -3.48897 -0.2535
N 2.26732 -1.03862 -4.18456 -0.3328
C 1.52401 -0.22302 -3.39418 0.1811
C 0.68350 0.82346 -3.96042 -0.1058
C -0.12096 0.54768 -5.06564 -0.1419
C -0.91502 1.52942 -5.62561 -0.2397
C -0.90583 2.80442 -5.08182 -0.0393
Cl -1.89379 4.03837 -5.77979 0.0134
C -0.10740 3.10161 -3.98829 -0.2138
C 0.68383 2.11386 -3.43446 -0.1819
N -0.03230 -0.93917 -0.36920 -0.4398
C -0.57796 -1.99238 -1.19678 -0.2239
C 0.15491 -3.29322 -0.81319 -0.4293
C 0.64324 -3.04051 0.62050 -0.4189
C 0.28862 -1.56803 0.90733 0.0363
H -2.50417 -0.62881 3.50178 0.2436
H -1.65460 2.01719 2.44073 0.2000
H -3.29416 1.42550 2.68697 0.2203
H -3.26565 2.06123 5.01389 0.1973
H -2.34081 3.38523 4.29363 0.2108
H -0.23263 2.24782 4.79949 0.1913
H -1.17552 2.04229 6.28082 0.2120
H -1.84871 -0.17933 5.66367 0.2121
H -0.19492 -0.17240 5.06237 0.2117
H 0.98209 0.68684 3.23464 0.2001
H 0.31557 1.25044 1.68514 0.1842
H 1.99827 -1.20214 2.21644 0.2203
H 2.43809 0.94349 0.53638 0.2162
H 2.97767 -0.68241 0.13040 0.2122
H 0.70293 0.86543 -1.04404 0.1969
H 3.12000 -2.30733 -1.46329 0.2101
H 2.35675 -0.99504 -5.18749 0.4100
H -0.13950 -0.45014 -5.47948 0.2113
H -1.53952 1.30974 -6.47714 0.2303
H -0.10184 4.10035 -3.58092 0.2292
H 1.32820 2.35145 -2.60200 0.2225
H -1.63732 -2.08073 -0.93773 0.2110
H -0.49651 -1.74584 -2.25515 0.2074
H 0.99250 -3.47144 -1.48721 0.2086
H -0.51675 -4.14683 -0.86717 0.2177
H 0.12981 -3.68462 1.33304 0.2348
H 1.71741 -3.20113 0.71577 0.2020



[5]
56
Properties=species:S:1:pos:R:3:nbo_charge:R:1 method="wB97M-V/def2-TZVPD" lumo_ev="4.87 / 4.87" total_charge=-2 multiplicity=3 gap_ev="3.86 / 5.85"
Ti 0.26052 -0.03734 0.80929 1.1228
C 3.39499 -2.47792 2.46346 -0.3126
C 3.44653 -2.09327 3.83719 -0.3135
C 2.60572 -1.06050 4.22836 -0.2274
C 1.76928 -0.42495 3.33545 0.0943
N 1.74900 -0.77109 1.97808 -0.6507
C 2.56966 -1.81899 1.61143 0.0325
C 0.82223 0.64125 3.66554 -0.0102
C 0.70930 1.17497 4.95700 -0.2358
C -0.22625 2.15831 5.22310 -0.2587
C -1.04713 2.62599 4.19113 -0.2680
C -0.90074 2.09977 2.91672 -0.2113
C 0.02314 1.08718 2.59691 -0.4172
H 4.00496 -3.28611 2.07822 0.1877
H 4.09434 -2.59000 4.54814 0.1784
H 2.58675 -0.74190 5.26444 0.1864
H 2.53487 -2.08988 0.56429 0.1950
H 1.34937 0.82136 5.75908 0.1776
H -0.31232 2.56588 6.22514 0.1763
H -1.78133 3.40162 4.38772 0.1782
H -1.52928 2.50295 2.12646 0.1917
S 1.87540 -0.21777 -1.23185 -0.4032
C 1.86425 1.34033 -2.07429 -0.0592
C 2.72895 1.53336 -3.15831 -0.2778
C 2.77537 2.72327 -3.87484 -0.2692
C 1.93538 3.76842 -3.50133 -0.2662
C 1.07565 3.59505 -2.42535 -0.2359
C 1.01047 2.40013 -1.69310 -0.2102
S -0.10738 2.26969 -0.33287 -0.3403
H 3.37897 0.70911 -3.43177 0.1995
H 3.46018 2.82968 -4.70873 0.1825
H 1.94958 4.71059 -4.03852 0.1822
H 0.42077 4.40402 -2.11881 0.1993
Cl -1.17420 -1.75222 1.80166 -0.6185
C -2.04331 -0.20762 -4.13343 -0.6078
C -1.31337 0.26269 -2.87406 -0.7413
P -1.47518 -0.73358 -1.33011 0.9467
C -1.20655 -2.42770 -2.04687 -0.7199
C -0.86513 -3.57705 -1.10194 -0.5977
C -3.32307 -0.68589 -1.17989 -0.7176
C -3.98164 -1.34831 0.02853 -0.6052
H -1.85391 0.48898 -4.95699 0.1987
H -3.12781 -0.26161 -4.00807 0.1871
H -1.70613 -1.19177 -4.46693 0.1941
H -1.61695 1.27603 -2.60523 0.2453
H -0.24105 0.31976 -3.06610 0.2560
H -0.37983 -2.28793 -2.75082 0.2283
H -2.09035 -2.67874 -2.64396 0.1888
H -0.06013 -3.32349 -0.41351 0.2347
H -0.55567 -4.45397 -1.68021 0.1798
H -1.71112 -3.86146 -0.47366 0.2057
H -3.73559 -1.11034 -2.10066 0.1861
H -3.57153 0.38131 -1.19292 0.2179
H -3.80038 -2.42611 0.04844 0.1996
H -5.06541 -1.19286 0.00072 0.1765
H -3.59291 -0.96131 0.96864 0.2458



[6]
60
Properties=species:S:1:pos:R:3:nbo_charge:R:1 method="wB97M-V/def2-TZVPD" lumo_ev=0.32 multiplicity=1 smiles="CC(=O)N[C@@H](Cc1ccc(F)c(F)c1)C(=O)NC1CCN(S(=O)(=O)c2ccc(C)cc2)CC1" gap_ev=9.17 relative_energy_kj_mol=0.0
C 0.87072 2.18662 3.06331 -0.7162
C 2.21872 2.07501 2.38124 0.6890
O 3.05258 2.95468 2.38405 -0.6210
N 2.41463 0.86834 1.79582 -0.6534
C 3.58680 0.56623 1.01536 -0.1389
C 4.05117 -0.88361 1.26033 -0.4175
C 3.00747 -1.86937 0.81883 -0.0251
C 3.01089 -2.37516 -0.47577 -0.2146
C 2.04602 -3.27578 -0.89080 -0.2600
C 1.05086 -3.67112 -0.01531 0.3261
F 0.13667 -4.56963 -0.40822 -0.3078
C 1.02808 -3.15693 1.27322 0.3931
F 0.06419 -3.52415 2.13850 -0.3197
C 2.00115 -2.26914 1.69066 -0.3008
C 3.40671 0.78384 -0.49674 0.6888
O 4.35807 0.81804 -1.24982 -0.6426
N 2.13044 0.93104 -0.89208 -0.6612
C 1.75351 1.16747 -2.26748 -0.0504
C 0.73747 2.31226 -2.32990 -0.4241
C -0.55883 1.93891 -1.59620 -0.2328
N -0.90838 0.54176 -1.77515 -0.6992
S -1.01259 -0.40818 -0.41236 2.3253
O -0.16338 0.10862 0.64499 -0.9960
O -0.80970 -1.76794 -0.80275 -0.9322
C -2.70718 -0.16429 0.08001 -0.2715
C -3.01605 0.24658 1.36077 -0.1988
C -4.34284 0.41616 1.71788 -0.2056
C -5.36027 0.17547 0.80134 0.0167
C -6.79589 0.33313 1.19186 -0.6325
C -5.02352 -0.24038 -0.48505 -0.2155
C -3.70107 -0.41225 -0.84803 -0.1778
C -0.35601 -0.07370 -2.96272 -0.2301
C 1.17524 -0.10504 -2.92439 -0.4305
H 0.64065 3.23226 3.24577 0.2361
H 0.10044 1.73098 2.44646 0.2250
H 0.91010 1.66667 4.01864 0.2321
H 1.63609 0.22668 1.73565 0.4237
H 4.37232 1.25957 1.33938 0.2626
H 4.26067 -1.00706 2.32377 0.2221
H 4.97171 -1.03507 0.69624 0.2387
H 3.78322 -2.06409 -1.16328 0.2301
H 2.05101 -3.68253 -1.88979 0.2319
H 1.96991 -1.90919 2.70793 0.2286
H 1.38463 0.76414 -0.23041 0.4282
H 2.67841 1.45752 -2.77760 0.2468
H 0.52457 2.53085 -3.37697 0.2085
H 1.16220 3.20673 -1.87448 0.2360
H -0.45845 2.11318 -0.52312 0.2220
H -1.38724 2.55881 -1.96230 0.2032
H -2.21775 0.42414 2.06360 0.2379
H -4.58991 0.73531 2.71938 0.2172
H -7.21402 -0.63901 1.45316 0.2295
H -7.37988 0.73593 0.36778 0.2220
H -6.89716 0.98742 2.05351 0.2204
H -5.80690 -0.43256 -1.20308 0.2178
H -3.42576 -0.73870 -1.83796 0.2284
H -0.75134 -1.08778 -3.01040 0.2399
H -0.72071 0.49083 -3.82550 0.2001
H 1.55859 -0.21320 -3.93905 0.2175
H 1.49891 -0.96928 -2.34274 0.2306